A cluster of 15 separate species, C54H128Br18N6O14P2 in total in a non-equilibrium geometry, computed with the ωB97M-V functional and the def2-TZVPD basis.

Properties
Molecular weight: 2585.866 g mol⁻¹
DFT total energy: -50530.98490 hartree

Geometry as XYZ:
```
222
C54H128Br18N6O14P2 (the ωB97M-V functional and the def2-TZVPD basis)
O -1.550 -7.090 1.700
P -1.048 -6.717 3.035
N -2.312 -6.448 4.109
C -3.510 -5.710 3.605
C -2.559 -6.935 5.466
N -0.270 -5.238 3.044
C -0.282 -4.361 4.202
C 1.045 -5.180 2.387
N -0.144 -7.885 3.707
C 0.709 -7.587 4.873
C -0.353 -9.298 3.451
H -3.772 -4.840 4.219
H -4.362 -6.405 3.714
H -3.339 -5.424 2.553
H -2.360 -6.228 6.276
H -1.987 -7.800 5.719
H -3.604 -7.192 5.614
H -1.249 -4.323 4.700
H 0.538 -4.630 4.885
H -0.095 -3.357 3.879
H 1.106 -4.342 1.712
H 1.842 -5.065 3.149
H 1.382 -5.988 1.731
H 1.060 -6.558 4.833
H 0.189 -7.813 5.763
H 1.578 -8.269 4.905
H -1.283 -9.417 2.852
H -0.557 -9.823 4.410
H 0.490 -9.785 2.900
O 3.071 4.264 -0.047
P 4.147 3.225 0.133
N 3.604 1.898 0.950
C 4.167 1.377 2.127
C 2.417 1.202 0.388
N 5.332 3.816 1.070
C 5.187 4.722 2.154
C 6.639 3.231 0.938
N 4.597 2.584 -1.303
C 4.705 3.471 -2.450
C 5.162 1.284 -1.454
H 5.107 1.797 2.453
H 4.201 0.298 2.084
H 3.602 1.557 3.081
H 1.456 1.582 0.785
H 2.639 0.141 0.264
H 2.409 1.639 -0.672
H 6.062 5.279 2.358
H 4.342 5.417 1.905
H 4.936 4.210 3.074
H 6.847 2.649 1.860
H 6.697 2.632 0.057
H 7.341 4.109 0.870
H 5.801 3.734 -2.594
H 4.329 2.980 -3.364
H 4.103 4.395 -2.393
H 4.595 0.800 -2.252
H 5.076 0.767 -0.470
H 6.240 1.371 -1.747
C -5.043 6.384 1.659
O -5.412 5.515 2.704
C -5.387 5.989 4.001
C -4.117 6.709 4.505
O -2.948 5.879 4.570
C -3.011 4.847 5.528
C -1.635 4.241 5.458
O -1.605 3.254 6.491
C -0.380 2.591 6.607
H -5.206 5.714 0.855
H -3.988 6.696 1.713
H -5.723 7.264 1.607
H -5.505 5.135 4.663
H -6.198 6.673 4.218
H -4.415 7.000 5.466
H -3.844 7.551 3.781
H -3.719 4.019 5.290
H -3.142 5.217 6.527
H -0.814 4.991 5.603
H -1.496 3.763 4.499
H -0.210 1.786 5.854
H -0.475 2.090 7.580
H 0.515 3.180 6.559
C 6.214 0.048 -4.769
O 6.214 -0.854 -3.701
C 5.713 -2.136 -3.967
C 5.133 -2.789 -2.719
O 6.140 -3.149 -1.789
C 6.598 -2.081 -0.884
C 6.035 -2.428 0.498
O 4.671 -2.324 0.625
C 3.981 -3.384 1.406
H 6.841 -0.350 -5.616
H 6.595 1.041 -4.542
H 5.172 0.039 -5.109
H 6.558 -2.741 -4.328
H 4.921 -2.049 -4.734
H 4.572 -3.708 -3.054
H 4.250 -2.161 -2.344
H 6.461 -1.098 -1.310
H 7.659 -2.297 -0.822
H 6.606 -1.757 1.170
H 6.349 -3.485 0.599
H 4.161 -4.359 0.937
H 2.946 -3.051 1.360
H 4.388 -3.504 2.436
C 1.865 -2.684 -4.365
O 1.042 -1.552 -4.262
C 1.823 -0.418 -4.603
C 1.192 0.861 -4.210
O 0.272 1.373 -5.211
C -1.062 1.030 -5.181
C -1.960 2.008 -6.030
O -1.850 1.877 -7.385
C -2.640 0.819 -7.894
H 1.205 -3.500 -4.271
H 2.619 -2.624 -3.562
H 2.440 -2.700 -5.297
H 1.775 -0.377 -5.696
H 2.832 -0.504 -4.186
H 2.005 1.618 -4.247
H 0.863 0.833 -3.175
H -1.534 0.883 -4.185
H -1.163 0.117 -5.641
H -1.497 2.973 -5.813
H -3.039 2.004 -5.613
H -2.324 -0.193 -7.650
H -2.480 0.884 -8.948
H -3.683 1.055 -7.644
C -2.572 3.771 1.007
O -2.413 2.642 0.046
C -1.245 1.917 0.418
C -0.962 0.907 -0.660
O -1.855 -0.190 -0.579
C -1.499 -1.344 -1.268
C -0.785 -2.400 -0.378
O 0.512 -2.081 -0.026
C 1.431 -2.560 -0.999
H -3.530 4.196 0.834
H -1.779 4.501 0.695
H -2.429 3.412 2.012
H -1.274 1.317 1.385
H -0.409 2.629 0.432
H 0.015 0.458 -0.495
H -0.989 1.432 -1.629
H -0.963 -1.144 -2.194
H -2.422 -1.836 -1.630
H -0.843 -3.303 -1.050
H -1.414 -2.543 0.506
H 1.138 -3.596 -1.238
H 2.409 -2.535 -0.543
H 1.423 -1.995 -1.933
Br -4.158 -0.113 -3.418
C -5.602 0.903 -2.591
C -5.109 2.067 -1.745
Br -6.649 2.617 -0.566
H -6.200 0.270 -1.954
H -6.246 1.119 -3.502
H -4.735 2.927 -2.357
H -4.336 1.782 -1.021
Br 1.474 4.079 3.564
C 0.920 5.034 1.895
C -0.060 6.093 2.422
Br -0.638 7.150 0.856
H 0.644 4.248 1.229
H 1.876 5.488 1.593
H 0.503 6.819 3.094
H -0.951 5.699 2.941
Br 0.757 -6.279 -1.631
C -0.606 -7.631 -1.319
C -0.011 -8.878 -0.637
Br 1.231 -9.850 -1.847
H -1.018 -7.820 -2.337
H -1.305 -7.110 -0.649
H -0.731 -9.707 -0.432
H 0.583 -8.532 0.188
Br 0.939 8.434 -2.423
C 0.051 6.667 -2.705
C 1.123 5.641 -2.430
Br 0.204 3.936 -2.099
H -0.270 6.705 -3.756
H -0.821 6.643 -2.033
H 1.701 5.754 -1.534
H 1.849 5.490 -3.255
Br -6.744 -1.751 -0.397
C -5.965 -3.499 0.022
C -4.652 -3.599 -0.647
Br -3.787 -5.228 -0.225
H -6.695 -4.237 -0.320
H -5.835 -3.468 1.110
H -3.909 -2.863 -0.399
H -4.859 -3.561 -1.710
Br -2.242 -4.413 -3.980
C -2.086 -3.150 -5.455
C -1.333 -3.806 -6.599
Br -0.787 -2.565 -7.997
H -1.462 -2.349 -5.046
H -3.033 -2.770 -5.745
H -1.983 -4.469 -7.184
H -0.407 -4.254 -6.282
Br -3.434 1.444 4.058
C -4.919 1.168 2.608
C -4.428 0.271 1.499
Br -3.996 -1.605 2.121
H -5.045 2.175 2.200
H -5.819 0.891 3.176
H -3.538 0.681 1.049
H -5.150 0.172 0.677
Br 4.012 -1.415 5.073
C 2.283 -0.638 4.655
C 1.839 -1.160 3.304
Br 0.038 -0.465 2.986
H 2.573 0.412 4.688
H 1.624 -0.907 5.495
H 1.816 -2.225 3.282
H 2.530 -0.799 2.598
Br -3.278 5.283 -2.159
C -4.015 6.621 -3.283
C -3.462 8.036 -3.022
Br -3.871 8.708 -1.309
H -5.109 6.636 -3.067
H -3.818 6.249 -4.289
H -3.869 8.626 -3.853
H -2.377 8.109 -3.098
```

Atomic partial charges in e from the Mulliken method, atoms 1 to 8: -0.86, 0.12, 0.39, -0.97, -1.08, 0.99, -0.52, -0.38